Here is C20H37ClN3OPPd as an isolated structure in a non-equilibrium geometry from the Open Molecules 2025 dataset. Energies are from ωB97M-V/def2-TZVPD.

The geometry in ORCA input format:
```
! wB97M-V def2-TZVPD RIJCOSX def2/J DEFGRID3
* xyz 2 5
C 0.089 0.627 -7.315
C 1.445 1.104 -6.979
C -0.170 -0.806 -7.192
C -1.029 1.544 -7.048
Cl 0.559 1.271 -2.358
H -0.242 -1.347 -8.163
H -1.151 -0.940 -6.681
H 0.686 -1.260 -6.640
H 2.051 1.433 -7.857
H 1.991 0.271 -6.476
H 1.340 1.993 -6.311
H -1.425 2.056 -7.952
H -0.657 2.346 -6.369
H -1.861 0.971 -6.581
C 1.282 -2.001 -0.162
C 0.481 -2.742 -1.109
C 0.814 -2.311 -2.412
H -0.195 -3.532 -0.810
C 1.782 -1.274 -2.306
C 2.060 -1.096 -0.914
H 2.790 -0.414 -0.516
H 1.196 -2.013 0.901
H 0.473 -2.757 -3.330
H 2.265 -0.799 -3.154
C -2.212 1.091 -0.288
C -2.193 -0.053 0.536
C -2.155 -1.224 -0.301
H -2.225 -0.042 1.629
C -2.197 -0.791 -1.677
C -2.185 0.680 -1.664
H -2.418 1.296 -2.531
H -2.114 2.134 0.061
H -2.176 -2.259 0.040
H -2.170 -1.430 -2.566
Pd -0.150 -0.482 -1.127
C 2.207 -0.974 4.899
N 1.690 0.270 4.329
C 2.764 1.143 3.860
P 0.325 0.177 3.337
O 0.608 -0.212 1.918
N -0.593 -0.925 4.159
C -1.419 -1.897 3.438
C -0.947 -0.777 5.556
N -0.396 1.680 3.307
C -0.123 2.608 2.217
C -1.000 2.273 4.484
H 3.234 -1.153 4.555
H 1.587 -1.833 4.618
H 2.226 -0.901 5.994
H 3.437 1.357 4.697
H 2.364 2.091 3.489
H 3.355 0.679 3.054
H -1.039 -2.052 2.413
H -1.388 -2.869 3.962
H -2.476 -1.570 3.386
H -0.909 -1.755 6.046
H -0.251 -0.119 6.074
H -1.962 -0.380 5.671
H 0.056 2.069 1.283
H -0.992 3.262 2.080
H 0.757 3.232 2.432
H -1.901 1.728 4.794
H -0.303 2.304 5.333
H -1.290 3.300 4.238
*
```

Results
frontier orbital gap (alpha / beta) = 4.498 / 4.345 eV
maximum force = 2.7 eV/Å
LUMO level (alpha / beta) = -8.441 / -8.578 eV